# C83H184N10O15P2

12 unconnected molecules or ions with the total composition C83H184N10O15P2 at a distorted geometry (ωB97M-V/def2-TZVPD, the OMol25 dataset).

Computed properties:
Energy in eV: -153200.4450
Charge: +2
Orbital gap in eV: 3.77
ΔE to the lowest compared entry with this formula, charge and spin in kJ/mol: 1016.0
LUMO in eV: -2.92
E_HOMO in eV: -6.69
Strongest force on any atom in eV Å⁻¹: 5.86

Geometry as XYZ:
```
294
Properties=species:S:1:pos:R:3:lowdin_charge:R:1
C 5.06056 8.39765 6.49923 -0.0651
C 6.09982 7.56114 7.38312 -0.2281
C 7.12205 6.65294 6.66739 -0.2356
C 8.39590 7.32681 6.12965 -0.2771
P 9.53568 6.22589 5.29977 1.0076
C 9.67914 4.66016 6.23776 -0.2613
C 10.07717 4.79706 7.70622 -0.2508
C 10.12258 3.45722 8.42030 -0.2614
C 8.77379 2.88339 8.86461 -0.0852
C 8.80552 5.83420 3.72925 -0.2308
C 8.77228 7.05308 2.75998 -0.2309
C 7.43941 7.71817 2.68038 -0.2906
C 7.37990 8.93234 1.74483 -0.0956
C 11.19827 7.07801 5.25898 -0.2355
C 11.63471 7.91471 6.43585 -0.2580
C 13.09580 8.35466 6.29444 -0.2664
C 13.77076 9.12475 7.44038 -0.0894
H 4.34319 7.78057 5.95822 0.0677
H 5.70200 8.75410 5.69325 0.0432
H 4.54126 9.22181 6.98830 0.0684
H 5.58872 6.85631 8.03893 0.0978
H 6.57203 8.12359 8.18858 0.1026
H 6.55948 6.05603 5.94954 0.1158
H 7.44399 5.96617 7.45020 0.0903
H 8.92741 7.85217 6.92312 0.0945
H 8.23085 8.18653 5.48024 0.0938
H 10.37603 4.10077 5.61364 0.1082
H 8.75110 4.10072 6.12002 0.0975
H 9.41568 5.49661 8.21725 0.1074
H 11.10360 5.16225 7.67195 0.1046
H 10.67933 3.69507 9.32670 0.1067
H 10.81220 2.80572 7.88357 0.1187
H 8.97961 1.86974 9.20848 0.0771
H 8.10897 2.91781 8.00152 0.0641
H 8.25761 3.44800 9.64106 0.0778
H 7.82940 5.42497 3.98967 0.1050
H 9.50431 5.06979 3.38943 0.1079
H 9.10477 6.85348 1.74129 0.1280
H 9.33332 7.92897 3.08581 0.0982
H 7.07980 7.91783 3.68979 0.0804
H 6.65088 7.06471 2.30714 0.1142
H 7.94775 9.82462 2.00844 0.0754
H 6.39885 9.19086 1.34631 0.0741
H 7.84698 8.70818 0.78582 0.0729
H 11.09966 7.68560 4.35943 0.0871
H 11.82443 6.28233 4.85535 0.1119
H 11.50123 7.43030 7.40312 0.1024
H 11.07186 8.84460 6.51712 0.1157
H 13.12374 8.85272 5.32529 0.1097
H 13.72921 7.48037 6.14441 0.1118
H 13.97391 8.35372 8.18358 0.0753
H 13.19927 9.94766 7.86969 0.0713
H 14.69701 9.56747 7.07408 0.0766
C 0.30032 -12.64436 -7.30808 -0.1146
C -0.85220 -11.70088 -7.32604 -0.2927
C -0.48281 -10.25608 -7.71707 -0.2378
C -1.69984 -9.23076 -7.87154 -0.2246
P -1.45556 -7.51500 -8.53823 1.0227
C -1.00268 -7.61361 -10.31996 -0.2538
C -0.97722 -6.30342 -11.17868 -0.2137
C -0.62626 -6.68285 -12.62269 -0.2599
C -1.73665 -7.29592 -13.53589 -0.0845
C -3.02103 -6.69908 -8.36736 -0.2886
C -4.20582 -7.44021 -9.06940 -0.2231
C -5.30260 -6.37155 -9.29683 -0.2575
C -6.62502 -6.87624 -9.93539 -0.0956
C -0.08710 -6.51639 -7.69691 -0.2207
C 1.28723 -7.19322 -7.79574 -0.2696
C 2.29601 -6.46236 -6.91952 -0.2691
C 3.72946 -6.96852 -6.99316 -0.0955
H 0.59393 -12.93300 -8.31733 0.0800
H 0.06135 -13.61247 -6.86789 0.0770
H 1.15228 -12.32072 -6.71016 0.0846
H -1.24537 -11.57160 -6.31768 0.1099
H -1.70052 -12.06841 -7.90343 0.1093
H 0.12019 -10.36680 -8.61830 0.1070
H 0.19198 -9.98124 -6.90638 0.0988
H -2.19722 -9.23713 -6.90165 0.0994
H -2.42450 -9.78374 -8.46919 0.0867
H -1.62263 -8.45056 -10.64134 0.0887
H 0.00549 -8.02561 -10.27581 0.0846
H -0.34984 -5.48377 -10.82842 0.1164
H -1.95962 -5.83361 -11.22617 0.1011
H 0.26479 -7.30554 -12.70265 0.1080
H -0.34998 -5.69448 -12.98998 0.1090
H -2.63264 -6.67765 -13.48077 0.0693
H -1.90234 -8.34659 -13.29769 0.0655
H -1.36397 -7.14434 -14.54892 0.0728
H -2.74818 -5.76842 -8.86487 0.0974
H -3.10441 -6.58210 -7.28687 0.1091
H -4.56056 -8.24777 -8.42901 0.1100
H -3.98830 -7.82286 -10.06658 0.1060
H -4.91910 -5.66760 -10.03539 0.1057
H -5.41682 -5.81596 -8.36604 0.1083
H -6.38920 -7.46306 -10.82316 0.0701
H -7.17148 -6.02585 -10.34323 0.0709
H -7.30294 -7.43972 -9.29430 0.0678
H -0.37124 -6.45224 -6.64656 0.1016
H 0.02422 -5.53836 -8.16506 0.1044
H 1.65885 -7.20165 -8.82041 0.1133
H 1.20811 -8.23114 -7.47240 0.0849
H 1.96317 -6.48582 -5.88184 0.1173
H 2.25790 -5.45436 -7.33255 0.1139
H 4.08839 -6.68275 -7.98190 0.0776
H 3.79111 -8.04656 -6.84438 0.0743
H 4.36332 -6.53478 -6.21972 0.0774
C -10.78109 -5.73572 0.86060 -0.0738
C -11.03557 -7.30525 0.86553 -0.2475
C -10.33280 -8.00513 -0.28724 -0.1890
C -10.68428 -9.56181 -0.25118 -0.0658
N -9.77898 -10.55181 -1.08422 -0.2589
C -10.26277 -11.99541 -0.92623 -0.0950
C -9.09023 -12.85254 -1.31126 -0.1269
C -7.79456 -11.95538 -1.09051 -0.1184
C -8.29634 -10.61179 -0.63902 -0.0972
C -9.71405 -10.06852 -2.51628 0.0160
H -11.27981 -5.16675 0.07597 0.0744
H -9.75701 -5.40420 1.03225 0.0746
H -11.27766 -5.36893 1.75892 0.0660
H -12.08703 -7.56923 0.75217 0.1076
H -10.75226 -7.75282 1.81817 0.1079
H -9.27566 -7.92795 -0.03308 0.1133
H -10.67424 -7.53624 -1.21010 0.1181
H -11.71905 -9.76247 -0.52885 0.1366
H -10.42329 -9.86732 0.76205 0.1199
H -11.04800 -12.07438 -1.67808 0.1365
H -10.61099 -12.06025 0.10461 0.1401
H -9.11410 -13.07251 -2.37856 0.1130
H -9.08866 -13.77632 -0.73268 0.1238
H -7.39425 -12.01329 -2.10269 0.1068
H -6.98208 -12.44162 -0.55056 0.1254
H -7.78147 -9.67089 -0.83324 0.1365
H -8.39807 -10.45511 0.43485 0.1299
H -9.06191 -10.63671 -3.17959 0.1118
H -9.31986 -9.05278 -2.54742 0.1019
H -10.75379 -10.02207 -2.84016 0.1123
C 8.60664 -4.09960 5.32035 -0.0793
C 7.77570 -4.47839 4.09440 -0.2759
C 6.95525 -5.66013 4.25718 -0.2411
C 5.65064 -5.34051 4.94285 -0.0502
N 5.09619 -6.54147 5.83129 -0.2203
C 3.79529 -6.10517 6.48604 -0.0999
C 4.18539 -5.55073 7.84534 -0.1471
C 5.70576 -5.71796 7.96237 -0.1474
C 6.05177 -6.87609 7.00903 -0.0841
C 4.93588 -7.86588 4.99289 0.0545
H 9.46330 -3.52752 4.96403 0.0813
H 9.08114 -5.02659 5.64229 0.0728
H 8.15624 -3.59377 6.17438 0.0729
H 8.44401 -4.56986 3.23818 0.1254
H 7.16324 -3.64135 3.75920 0.1235
H 7.53500 -6.46653 4.70629 0.1135
H 6.69826 -6.11783 3.30190 0.1253
H 4.82834 -5.26528 4.23132 0.1422
H 5.80561 -4.54199 5.66842 0.1270
H 3.00180 -6.85192 6.51485 0.1377
H 3.41310 -5.28411 5.87950 0.1302
H 3.69339 -6.13103 8.62592 0.1156
H 3.88380 -4.52933 8.07749 0.1284
H 5.94739 -5.99800 8.98769 0.1246
H 6.16020 -4.77869 7.64717 0.1032
H 5.84222 -7.84772 7.45638 0.1317
H 7.12832 -6.90830 6.84133 0.1261
H 5.84469 -8.16185 4.46889 0.1002
H 4.17189 -7.66299 4.24238 0.1085
H 4.57313 -8.56839 5.74321 0.1005
C -11.06908 1.43934 12.13151 -0.0902
C -10.27016 1.78520 10.81525 -0.2279
C -8.77186 1.92218 11.06664 -0.2087
C -7.90256 2.53178 9.95775 -0.0703
N -6.35262 2.37052 10.18418 -0.1741
C -6.03160 3.04838 11.47448 -0.1366
C -4.55706 3.53785 11.36788 -0.1419
C -4.27599 3.71567 9.87934 -0.1490
C -5.52132 3.20637 9.20485 -0.0736
C -5.90128 0.91259 10.46177 -0.0960
C -6.11763 -0.01812 9.29841 -0.2797
C -5.62593 -1.35715 9.34408 -0.1033
H -12.13969 1.25125 12.05077 0.0727
H -10.91204 2.29130 12.79303 0.0683
H -10.70571 0.54708 12.64135 0.0696
H -10.65073 2.74042 10.45354 0.1134
H -10.37152 0.89373 10.19630 0.1081
H -8.44572 0.89989 11.25810 0.1124
H -8.66833 2.52329 11.96999 0.1124
H -8.12339 3.59331 9.84594 0.1340
H -8.07147 2.02469 9.00778 0.1307
H -6.15269 2.54934 12.43594 0.1422
H -6.61267 3.97042 11.49159 0.1352
H -3.88574 2.76080 11.73342 0.1063
H -4.26209 4.30233 12.08667 0.1248
H -3.34618 3.22199 9.59676 0.1250
H -4.05800 4.74492 9.59436 0.1256
H -5.28024 2.70926 8.26524 0.1430
H -6.11549 4.10992 9.06824 0.1376
H -6.18999 0.50722 11.43152 0.1372
H -4.84301 1.11186 10.63052 0.1319
H -5.56485 0.52481 8.53175 0.1143
H -7.13032 -0.02356 8.89528 0.1222
H -6.47344 -1.98386 9.62165 0.0931
H -4.72988 -1.45237 9.95737 0.0952
H -5.23303 -1.64240 8.36818 0.0962
C 4.39263 1.51560 -2.82946 -0.1067
C 3.40679 1.53954 -1.69055 -0.2695
C 1.94523 1.33371 -2.09612 -0.1984
C 1.08370 0.87198 -0.97286 -0.1336
N -0.42417 1.26202 -1.09868 -0.1756
C -1.19801 0.54351 0.05158 -0.0895
C -2.42806 -0.09136 -0.47649 -0.1482
C -2.53967 0.41139 -1.94620 -0.1316
C -1.10871 0.69013 -2.38453 -0.0688
C -0.54689 2.80403 -1.08380 -0.0972
C 0.29003 3.60955 -0.02098 -0.2043
C -0.03803 5.11027 -0.09245 -0.0955
H 4.12274 2.12117 -3.69465 0.0857
H 4.49657 0.48135 -3.15753 0.0785
H 5.35586 1.78635 -2.39705 0.0811
H 3.43633 2.57824 -1.36141 0.1000
H 3.79726 0.91607 -0.88625 0.1209
H 1.97722 0.50551 -2.80404 0.1237
H 1.60007 2.27039 -2.53384 0.1198
H 1.34348 1.17113 0.04258 0.1311
H 1.22458 -0.20866 -0.95135 0.1381
H -1.43527 1.35650 0.73778 0.1309
H -0.58816 -0.19893 0.56633 0.1371
H -3.36928 0.21623 -0.02087 0.1253
H -2.38799 -1.16298 -0.28122 0.1235
H -3.12437 1.33040 -1.98686 0.1207
H -2.92556 -0.40945 -2.55068 0.1244
H -1.04767 1.38165 -3.22487 0.1365
H -0.54901 -0.23891 -2.49276 0.1368
H -1.61199 2.91321 -0.87948 0.1318
H -0.37635 3.18516 -2.09065 0.1224
H 1.36517 3.53752 -0.18527 0.0993
H -0.01107 3.28576 0.97532 0.1139
H -1.09439 5.25420 0.13445 0.0838
H 0.22695 5.50820 -1.07201 0.0744
H 0.57964 5.70903 0.57693 0.0788
C -2.21173 12.29873 -4.72483 -0.1044
C -1.63819 11.76468 -6.04988 -0.2237
C -2.69287 11.05219 -6.97239 -0.1680
C -2.06361 10.93166 -8.35094 -0.1081
N -3.02386 10.46366 -9.44774 -0.1788
C -3.62686 8.99964 -9.21601 -0.0664
C -2.55659 8.03257 -9.67126 -0.1432
C -2.00222 8.76247 -10.90782 -0.1371
C -2.44165 10.25424 -10.87574 -0.0768
C -4.19474 11.48205 -9.62054 -0.1217
C -3.71109 12.92211 -9.94223 -0.2187
C -4.90940 13.76155 -10.46547 -0.0778
H -2.73545 13.25458 -4.73769 0.0713
H -1.57291 12.44041 -3.85308 0.0734
H -3.02112 11.67562 -4.34440 0.0704
H -0.84016 11.04788 -5.85636 0.1088
H -1.12982 12.56622 -6.58579 0.1041
H -3.63086 11.60720 -6.95686 0.1104
H -2.91553 10.07907 -6.53471 0.1159
H -1.28535 10.16850 -8.34706 0.1409
H -1.71538 11.86792 -8.78711 0.1231
H -4.61076 8.98006 -9.68469 0.1361
H -3.83748 8.86604 -8.15492 0.1191
H -2.93210 7.02137 -9.82803 0.1304
H -1.73225 7.87530 -8.97568 0.1154
H -2.45974 8.32248 -11.79392 0.1192
H -0.91613 8.68010 -10.94911 0.1187
H -3.10351 10.53548 -11.69485 0.1339
H -1.51182 10.81196 -10.98744 0.1264
H -4.81716 11.44270 -8.72659 0.1271
H -4.78423 11.09016 -10.44941 0.1213
H -2.87159 13.04233 -10.62698 0.1152
H -3.36977 13.29355 -8.97598 0.1021
H -5.16190 13.47073 -11.48516 0.0762
H -4.40047 14.71355 -10.61643 0.0799
H -5.84396 13.75659 -9.90450 0.0854
N 1.87775 0.92343 6.78688 -0.7011
O 2.01699 0.77211 7.98807 -0.0900
O 0.70419 1.06796 6.37241 -0.1182
O 2.87037 0.88289 6.06795 -0.0904
N -7.71559 4.01863 1.20373 -0.7547
O -8.52226 3.44330 0.45036 -0.1125
O -7.53900 3.57803 2.28111 -0.0583
O -7.16804 5.02848 0.84168 -0.0745
N 0.45654 0.65587 -10.04634 -0.7332
O 1.19075 1.24689 -9.28299 -0.0868
O 0.71784 0.65927 -11.26254 -0.0993
O -0.46756 0.03735 -9.60026 -0.0806
N -0.31148 -7.45624 -0.63293 -0.6981
O 0.43980 -8.34566 -0.91351 -0.0567
O 0.06265 -6.48593 0.06012 -0.1149
O -1.53513 -7.55488 -0.89378 -0.1301
N 14.03361 1.79672 0.61881 -0.7270
O 14.25567 1.59363 1.79478 -0.0863
O 14.19268 2.88385 0.17674 -0.0658
O 13.37595 1.01802 -0.11108 -0.1208
```